C26H43N6O6RhS2Si2Te | ωB97M-V with the def2-TZVPD basis set

```
! RIJCOSX wB97M-V def2-TZVPD def2/J DEFGRID3
* xyz 0 5
H -4.9398 1.7504 -0.5364
C 1.0301 2.5440 1.5527
H 8.4884 -1.7051 -1.3270
N -0.0901 -3.7852 2.8286
H -1.3322 6.4606 -0.4195
C -5.7136 -1.1432 -1.7818
C -0.1521 -1.2190 -3.0671
H -1.1537 -1.3744 -3.4861
C 4.6053 -2.6921 -1.1175
C 1.2400 -5.1746 1.8001
C -6.2512 -0.5339 1.1792
O 1.8393 -3.4295 -0.7794
H 5.8320 0.9604 -1.2429
O -0.9403 -1.2370 2.7429
H -7.0015 0.2165 0.9224
H -0.3903 3.1176 0.3123
H -3.5828 6.1036 -2.8584
C 2.1824 2.7042 0.5847
N -0.1635 -1.5307 -1.6574
C 5.9653 -2.4120 -1.1819
C 0.8722 -1.7175 4.7068
Si -2.7857 4.5696 -1.0723
H 3.4098 0.4718 -1.1735
H 2.1022 3.6371 0.0220
S 1.9062 -2.0017 -1.1339
H -3.7184 -2.8453 -0.2722
H -4.9556 -1.4514 -2.5048
H 3.9340 -4.0884 2.9879
C -0.0520 -4.9770 2.1576
H -6.7646 -1.4882 1.3188
N 3.7394 -0.8779 3.1581
N 0.5255 -1.6748 5.7980
N 1.9675 -4.0947 2.2424
O -0.2182 2.3429 0.8610
H -0.8899 -3.1673 3.0137
H 3.7156 -4.6890 1.3198
C 3.6959 -1.6504 -1.0636
O 0.7990 0.8770 -2.3916
H -4.9353 5.2857 -2.0735
C -3.9685 5.7626 -1.8953
H -3.6502 1.3352 0.6100
H 4.2436 -3.7123 -1.1185
H 1.1486 1.6585 2.1739
H 2.1818 1.8763 -0.1249
H 1.7066 -5.9771 1.2593
S -0.0084 -1.3814 0.9797
H -4.1388 6.6422 -1.2706
O -0.0009 0.7371 -4.4810
H -0.5444 5.5130 -1.6822
H -3.7887 -2.2570 1.3961
Te -2.7400 1.0782 -1.9196
H -5.8036 -0.2529 2.1353
H -6.2666 -0.3070 -2.2151
Rh -0.3094 0.4582 -0.6864
C 0.2317 0.2462 -3.3951
H -0.9308 -5.5685 1.9811
C -3.6529 -1.9544 0.3557
H 6.6790 -3.2273 -1.2200
H -6.4087 -1.9762 -1.6524
O 1.6249 -1.1221 0.2263
C -4.1444 1.0343 -0.3154
H -0.5234 4.9706 -0.0043
C 7.8962 -0.7928 -1.2673
C -3.4799 4.0683 0.5907
C 1.1298 -3.2504 2.8444
H 0.5205 -1.8694 -3.6437
C 1.3005 -1.8187 3.2914
H 8.1327 -0.1773 -2.1367
H -2.6421 -1.5600 0.2496
C 4.1321 -0.3332 -1.1386
Si -4.9321 -0.6801 -0.1436
C 3.4096 -3.9440 2.0454
C 5.4886 -0.0671 -1.1959
N 0.4212 -0.8658 2.5364
H -4.5118 3.7193 0.5212
H 3.1330 2.7024 1.1197
C -2.5086 3.1689 -2.3113
C -1.1420 5.4437 -0.7717
H 8.2135 -0.2408 -0.3808
H 0.9334 3.4141 2.2077
C 2.6813 -1.3154 3.1929
H -3.1528 3.3538 -3.1727
H -2.8865 3.2906 1.0776
H 3.6341 -2.9683 1.6294
H -1.4800 3.2190 -2.6826
C 6.4246 -1.1008 -1.2085
H -3.4711 4.9465 1.2423
*
```

## Properties
Strongest force on any atom (eV Å⁻¹): 0.9
E_HOMO (alpha / beta) (eV): -6.772 / -7.472
Frontier orbital gap (alpha / beta) (Eh): 0.2462 / 0.2610
<S²>: 6.0238
LUMO energy (alpha / beta) (eV): -0.074 / -0.369
ΔE to the lowest compared entry with this formula, charge and spin (eV): 5.6897